No. 1
Density functional theory data (wB97M-V/def2-TZVPD) for a structure of composition C21H22N3O8Pb in a non-equilibrium geometry.

Energy relative to the best compared isomer or geometry (same formula, charge and spin) in eV: 0.7994
Total charge: -1
Gap between HOMO and LUMO in eV: 3.792
Maximum force in eV Å⁻¹: 5.2

Atoms and positions in Å:
1 Pb -0.464 0.643 0.223
2 C -1.155 -1.554 -2.361
3 C -1.170 -0.267 -2.979
4 C 0.180 0.097 -3.267
5 H -2.057 0.340 -3.188
6 C 1.031 -0.956 -2.810
7 C 0.201 -1.974 -2.240
8 H 0.527 -2.902 -1.794
9 H -2.022 -2.150 -2.070
10 H 0.505 1.015 -3.766
11 H 2.115 -0.984 -2.889
12 C 1.432 -0.316 2.303
13 C 1.410 -1.522 1.532
14 C 2.298 -1.359 0.440
15 H 0.824 -2.419 1.742
16 C 2.876 -0.070 0.520
17 C 2.335 0.586 1.661
18 H 2.583 1.600 1.999
19 H 0.855 -0.121 3.217
20 H 2.507 -2.115 -0.326
21 H 3.646 0.328 -0.152
22 O -1.382 2.861 -0.991
23 C 3.362 3.397 -2.131
24 C 2.063 3.888 -2.249
25 C 3.533 2.129 -2.895
26 C 3.873 3.527 -0.739
27 C -0.425 3.478 -1.549
28 H 1.725 3.919 -3.267
29 H 1.976 4.863 -1.796
30 H 0.083 4.544 -1.226
31 H -0.172 3.557 -2.755
32 H 4.446 2.063 -3.494
33 H 2.632 2.065 -3.571
34 H 3.519 1.298 -2.133
35 H 4.716 4.202 -0.616
36 H 4.110 2.506 -0.372
37 H 2.995 3.968 -0.182
38 O -4.594 -4.719 4.499
39 N -4.600 -3.468 4.467
40 O -5.272 -2.773 5.258
41 C -3.800 -2.801 3.473
42 C -3.116 -3.556 2.500
43 C -2.453 -2.894 1.493
44 C -2.478 -1.486 1.377
45 O -2.158 -0.927 0.274
46 C -2.971 -0.747 2.513
47 C -3.735 -1.397 3.477
48 N -2.781 0.667 2.624
49 O -3.502 1.339 3.365
50 O -1.804 1.233 1.986
51 N -1.791 -3.583 0.352
52 O -0.546 -3.640 0.344
53 O -2.522 -3.984 -0.567
54 H -3.137 -4.645 2.522
55 H -4.252 -0.784 4.214

Here are the Löwdin charges for atoms 1 to 6, given in e:
1 Pb 1.614
2 C -0.224
3 C -0.234
4 C -0.236
5 H 0.068
6 C -0.203

No. 2
Density functional theory data (wB97M-V/def2-TZVPD) for an isolated molecule of C4H5NO in a non-equilibrium geometry.

Energy relative to the best compared isomer or geometry (same formula, charge and spin) in eV: 1.1670
Structure (SMILES): Cc1cocn1
Gap between HOMO and LUMO in eV: 10.223
Maximum force in eV Å⁻¹: 2.0

Atoms and positions in Å:
1 C 0.386 0.610 -1.466
2 C -0.125 0.166 -0.145
3 C 0.616 -0.771 0.445
4 O 0.017 -1.108 1.632
5 C -1.054 -0.266 1.682
6 N -1.193 0.524 0.667
7 H 1.450 0.234 -1.439
8 H 0.186 1.676 -1.632
9 H -0.004 0.038 -2.308
10 H 1.525 -1.076 -0.098
11 H -1.691 -0.316 2.561

Here are the Löwdin charges for atoms 1 to 6, given in e:
1 C -0.044
2 C -0.363
3 C -0.095
4 O 0.036
5 C -0.186
6 N 0.138

No. 3
Density functional theory data (wB97M-V/def2-TZVPD) for a structure of composition C18H41DyN2OP3Se in a non-equilibrium geometry.

Energy relative to the best compared isomer or geometry (same formula, charge and spin) in eV: 0.0895
Total charge: +3
⟨S²⟩: 9.321
Gap between HOMO and LUMO (alpha / beta) in eV: 4.429 / 4.544
Maximum force in eV Å⁻¹: 3.0
Spin multiplicity: 6

Atoms and positions in Å:
1 Dy -0.096 -0.382 1.159
2 P 0.350 -2.597 -0.445
3 P 2.668 0.005 1.203
4 P -2.787 -0.549 0.479
5 H 0.751 2.212 -0.026
6 C -0.236 2.005 0.424
7 C -0.439 2.047 1.789
8 H 0.377 2.299 2.480
9 C 0.563 -2.255 -2.229
10 C 1.844 -3.606 -0.129
11 C -0.944 -3.889 -0.521
12 C 3.218 1.581 1.958
13 C 3.748 -1.189 2.098
14 C 3.492 0.096 -0.434
15 C -3.818 0.862 1.022
16 C -3.771 -1.964 1.122
17 C -3.166 -0.610 -1.312
18 H -1.067 2.034 -0.303
19 H -1.445 2.130 2.222
20 H 0.737 -3.147 -2.845
21 H 1.403 -1.570 -2.385
22 H -0.330 -1.752 -2.619
23 H 1.926 -4.474 -0.798
24 H 1.827 -3.988 0.897
25 H 2.760 -3.017 -0.243
26 H -0.663 -4.744 -1.151
27 H -1.889 -3.495 -0.908
28 H -1.141 -4.278 0.484
29 H 4.293 1.753 1.781
30 H 3.035 1.549 3.043
31 H 2.645 2.420 1.537
32 H 4.796 -1.031 1.817
33 H 3.461 -2.217 1.853
34 H 3.646 -1.039 3.180
35 H 4.510 0.479 -0.286
36 H 2.940 0.775 -1.096
37 H 3.535 -0.890 -0.913
38 H -4.831 0.796 0.596
39 H -3.354 1.806 0.706
40 H -3.891 0.866 2.120
41 H -4.797 -1.909 0.738
42 H -3.799 -1.920 2.216
43 H -3.319 -2.914 0.821
44 H -4.245 -0.458 -1.436
45 H -2.877 -1.576 -1.741
46 H -2.619 0.178 -1.843
47 C 0.086 2.861 -3.993
48 C 0.168 3.727 -2.891
49 C 0.007 5.113 -3.041
50 C -0.169 5.669 -4.309
51 C -0.173 4.839 -5.435
52 C -0.039 3.440 -5.301
53 Se 0.107 0.988 -3.473
54 H 0.208 0.880 -1.902
55 H 0.325 3.295 -1.900
56 H 0.021 5.727 -2.140
57 H -0.301 6.750 -4.408
58 H -0.287 5.287 -6.421
59 H -0.036 2.802 -6.184
60 N -1.484 -1.778 4.946
61 C -0.353 -1.796 4.248
62 N 0.715 -2.425 4.728
63 O -0.307 -1.232 3.097
64 H -1.580 -2.169 5.877
65 H -2.242 -1.222 4.557
66 H 1.579 -2.348 4.201
67 H 0.751 -2.841 5.664

Here are the Löwdin charges for atoms 1 to 6, given in e:
1 Dy 1.168
2 P 0.709
3 P 0.703
4 P 0.699
5 H 0.066
6 C -0.201

No. 4
Density functional theory data (wB97M-V/def2-TZVPD) for a structure of composition C5H11ClLuNPtS in a non-equilibrium geometry.

Energy relative to the best compared isomer or geometry (same formula, charge and spin) in eV: 0.0000
Total charge: -2
⟨S²⟩: 2.009
Gap between HOMO and LUMO (alpha / beta) in eV: 4.632 / 5.497
Maximum force in eV Å⁻¹: 6.1
Spin multiplicity: 3

Atoms and positions in Å:
1 Lu -1.809 1.319 -0.953
2 Cl -2.227 2.410 1.189
3 C -3.807 0.279 -1.345
4 C -1.593 3.182 -2.300
5 H -4.354 0.544 -2.258
6 H -3.658 -0.812 -1.350
7 H -4.456 0.532 -0.489
8 H -2.271 3.247 -3.164
9 H -0.551 3.251 -2.659
10 H -1.801 4.044 -1.634
11 Pt 0.443 -0.220 -0.357
12 C 2.235 0.482 0.353
13 C -0.371 -0.125 -2.139
14 H 2.911 0.649 -0.507
15 H 2.023 1.424 0.893
16 H 2.629 -0.304 1.018
17 H 0.397 0.239 -2.836
18 H -0.683 -1.140 -2.442
19 S -0.429 -2.453 3.649
20 C -0.231 -1.669 2.276
21 N -0.123 -1.037 1.261

Here are the Löwdin charges for atoms 1 to 6, given in e:
1 Lu 0.893
2 Cl -0.321
3 C -0.371
4 C -0.373
5 H -0.073
6 H -0.064